No. 1
A structure of composition C25H24Cl3NO4PdSe2 in a non-equilibrium geometry, computed with wB97M-V/def2-TZVPD.

Geometry as XYZ:
```
60
Properties=species:S:1:pos:R:3:forces:R:3
H 2.479190 2.163556 3.065929 0.00 0.00 0.01
C -1.630584 2.255206 0.902278 0.20 -0.08 -0.08
O -2.727498 0.169905 0.797299 -0.42 -0.25 0.01
Pd -1.104824 -1.467264 -1.163187 -0.41 -0.17 -1.84
H 2.425448 4.606403 -3.001285 -0.01 -0.01 0.01
C -3.834482 -2.176148 -3.012355 -0.14 -0.09 -0.33
C 4.445069 -2.993906 -0.145354 0.13 -0.02 -0.03
C 2.061687 -2.709172 0.114116 -0.07 -0.04 0.32
H 1.363260 6.998539 0.387223 0.01 -0.01 0.01
C -1.789580 0.829196 0.371969 0.82 0.18 0.02
H 3.120340 -1.349594 -2.798176 0.00 -0.01 -0.01
C 2.098083 4.716410 -1.976625 0.00 0.05 -0.03
C -4.343859 -2.043760 -0.164444 -0.15 -0.10 0.03
H -4.116062 -3.102137 -0.258141 0.01 0.00 0.02
C 1.422723 3.606550 0.107289 0.01 -0.17 0.16
O 0.872628 -1.654405 -1.728230 0.62 -0.02 0.46
C -0.768556 2.224441 2.142164 -0.28 -0.15 -0.01
H 1.439178 1.948321 5.316169 0.00 -0.03 0.00
C -1.203523 -4.740105 -1.206595 0.12 -0.29 -0.21
C 4.377651 -2.324135 -1.374958 0.05 0.02 -0.02
H -0.151024 -4.874767 -0.972298 0.00 0.00 0.02
H -2.428695 2.075563 3.477623 0.00 0.03 0.01
N 1.249882 2.402402 0.772534 0.08 0.22 -0.05
H 2.131297 6.865997 -1.974136 -0.01 -0.01 0.00
H 1.121377 1.613885 0.150913 -0.05 0.01 -0.02
Cl 0.726077 5.168831 2.283862 0.04 0.12 -0.04
C 1.511789 6.041928 -0.094370 -0.01 -0.02 0.01
H -2.637183 2.577030 1.157706 0.04 0.16 0.00
C 3.178398 -1.872274 -1.852697 0.04 -0.01 -0.01
C 1.959154 -2.068129 -1.146659 -0.26 0.20 -0.33
C 0.818592 2.020071 4.432622 -0.03 0.04 -0.07
Cl 5.981873 -3.597332 0.423854 -0.09 0.05 -0.01
O -0.231400 -2.681512 0.763460 -0.23 -0.14 0.42
H -3.342751 -4.091550 -3.854120 0.01 -0.02 0.02
H -3.496054 -1.627885 -3.892423 0.00 -0.05 -0.03
H -1.195955 2.921483 0.156467 -0.07 -0.08 -0.07
C 1.260818 4.893113 0.643822 -0.06 0.14 0.11
Se -3.413394 -1.024429 -1.519976 -0.04 0.31 0.70
C 0.616308 2.256973 2.046673 0.15 -0.05 -0.10
H -5.413025 -1.872289 -0.270505 0.00 -0.02 -0.01
H -4.920874 -2.263726 -3.070300 0.00 0.04 -0.02
C 1.933269 5.968012 -1.406083 0.02 -0.04 -0.01
C 1.403235 2.137775 3.181300 0.05 -0.04 0.06
H 3.352778 -3.664904 1.548411 0.01 0.04 0.01
H -3.601122 -4.134220 -2.113649 -0.07 0.05 0.02
C -3.195860 -3.535919 -2.927039 -0.25 -0.26 -0.15
H 1.204553 -3.320679 2.003273 0.04 -0.01 -0.02
H 5.286983 -2.162538 -1.939640 -0.01 -0.01 -0.01
C -0.566014 2.014050 4.541989 0.02 0.02 -0.08
H -1.624543 -5.674001 -1.573744 0.02 0.00 -0.01
C 0.939722 -2.910574 1.009638 0.15 0.03 -0.19
Cl 2.061704 2.049337 -2.011481 0.02 -0.28 -0.06
Se -1.286665 -3.401154 -2.615373 0.35 0.08 0.65
H -1.726002 -4.371660 -0.331154 -0.03 0.02 0.01
O -0.881302 0.390791 -0.449879 -0.27 0.74 0.78
C -1.348713 2.112411 3.400254 0.01 -0.14 0.06
H -1.036653 1.919320 5.512068 0.00 0.02 0.00
C 3.310363 -3.162591 0.588613 -0.05 -0.03 0.03
C 1.845389 3.581571 -1.235752 0.00 0.09 -0.07
H -3.982618 -1.656313 0.781110 -0.01 -0.01 -0.01
```
Positions in Å, forces in eV/Å.

Computed properties:
Maximum force   0.0367 Eh/bohr
Electronic energy   -7634.119027 Ha

Löwdin atomic charge list, values in e, 2 entries: atom 1 (H): 0.12, atom 2 (C): -0.03

No. 2
A structure of composition C2H12N4 in a non-equilibrium geometry, computed with wB97M-V/def2-TZVPD.

Geometry as XYZ:
```
18
Properties=species:S:1:pos:R:3:forces:R:3
H 1.007826 3.631217 -0.582890 -0.02 -0.15 -0.12
C 1.016506 1.983156 0.622295 0.08 -0.06 0.26
H 0.315298 2.358447 1.368961 0.02 -0.06 0.08
N 0.699139 -0.861388 -1.051458 0.48 0.25 -0.17
H 2.038278 2.127758 1.003188 -0.10 -0.04 0.02
H -1.660378 -1.548208 -1.913983 0.04 -0.02 0.14
N 0.754920 2.649678 -0.642100 0.04 0.16 -0.30
H -2.295059 0.041169 2.001494 0.89 0.45 -0.70
C -0.147468 -1.664028 -0.551469 -0.08 0.05 -0.30
H 0.853337 0.915037 0.478982 0.02 0.09 0.13
N 0.217323 -2.435127 0.530269 -0.08 -0.22 0.26
H 1.325004 2.226499 -1.366439 -0.03 0.14 0.02
H -1.727138 0.324759 1.548404 -0.88 -0.45 0.69
H -0.516211 -2.647813 1.186146 0.01 0.02 0.08
N -1.444518 -1.866397 -0.982458 -0.22 -0.06 0.04
H 0.376324 -0.380402 -1.883135 -0.19 -0.10 0.01
H 1.074701 -2.120836 0.958612 -0.06 -0.01 -0.03
H -1.887884 -2.733521 -0.724419 0.07 0.01 -0.10
```
Positions in Å, forces in eV/Å.

Computed properties:
Maximum force   0.0237 Eh/bohr
Electronic energy   -302.385921 Ha

Löwdin atomic charge list, values in e, 2 entries: atom 1 (H): 0.05, atom 2 (C): -0.23

No. 3
A cluster of 2 separate species, C8H16Cl2FNP in total in a non-equilibrium geometry, computed with wB97M-V/def2-TZVPD.

Geometry as XYZ:
```
29
Properties=species:S:1:pos:R:3:forces:R:3
H -3.369543 2.274495 2.088877 0.04 -0.01 0.31
H 1.797511 -3.829895 -2.936040 -0.01 0.00 -0.02
F -2.235399 -0.047457 1.947625 -0.42 -0.98 0.85
H 0.544652 3.297289 1.477159 -0.20 0.22 0.08
C 1.565724 -1.901836 0.569375 0.53 0.25 0.46
C 0.667649 2.481604 0.775483 0.32 -0.17 -0.16
C 0.401828 -2.585743 0.009469 0.12 -0.26 -0.08
C 1.561864 -3.053682 -2.210385 -0.01 0.00 0.06
H 0.164574 1.099123 2.370378 -0.18 -0.05 0.29
H 0.972317 -2.287352 -2.718997 0.00 0.00 -0.02
H 0.510652 0.335297 0.843541 -0.04 -0.23 0.00
Cl -2.060463 0.208271 -0.789983 -0.01 0.10 -0.16
H 2.504118 -2.604794 -1.893699 -0.01 0.02 0.02
H -0.704813 3.366848 -0.631291 -0.20 0.09 -0.13
H 1.406111 -4.409117 -0.547242 -0.04 0.00 0.07
H 0.203494 2.018167 -1.280380 0.23 -0.10 -0.26
H -0.226486 -1.819957 -0.446502 -0.09 -0.07 -0.09
C 0.269637 2.886162 -0.635223 -0.49 -0.12 0.46
H -2.190234 3.337632 1.271645 0.21 0.15 0.07
C 0.798727 -3.642757 -1.029352 0.10 0.02 -0.24
H -0.154716 -3.044712 0.827939 -0.01 0.05 0.03
N 2.463822 -1.349287 1.037719 -0.55 -0.15 -0.32
H -0.107876 -4.132083 -1.387500 -0.04 0.01 0.09
H -3.440418 2.479133 0.359143 -0.08 0.12 -0.16
C 0.008325 1.188296 1.299422 0.13 0.26 -0.55
C -2.760361 2.421129 1.203382 -0.25 -0.20 -0.31
P -1.728943 0.994687 0.974083 0.54 0.96 -0.28
Cl 1.405590 4.044577 -1.295004 0.21 0.18 -0.17
H 1.732657 2.275962 0.746357 0.20 -0.10 0.16
```
Positions in Å, forces in eV/Å.

Computed properties:
Charge   +1
Maximum force   0.0265 Eh/bohr
Electronic energy   -1730.583702 Ha

Löwdin atomic charge list, values in e, 2 entries: atom 1 (H): 0.08, atom 2 (H): 0.08